Record 1
87
Properties=species:S:1:pos:R:3:forces:R:3:mulliken_charge:R:1 method="wB97M-V/def2-TZVPD" homo_ha=-0.260 energy_ha=-3967.139742 homo_lumo_gap_ev=6.3
Ba -0.6643 0.1097 -0.1911 1.1 -1.2 0.1 1.059
C 1.1291 4.0465 -4.2754 0.0 0.1 0.0 -0.778
C 0.5397 5.1441 -3.6581 0.0 0.0 0.0 -0.314
C 0.4483 5.1795 -2.2787 0.1 -0.1 0.0 -1.007
C 0.9398 4.0800 -1.5824 0.0 -0.1 0.2 0.442
N 1.5116 3.0311 -2.1484 -0.1 0.1 -0.3 0.117
C 1.6105 3.0241 -3.4768 0.0 0.0 0.1 -0.555
N 0.7660 4.0009 -0.1803 0.2 0.0 -0.1 0.225
C 1.3633 3.0172 0.5231 0.0 0.2 0.0 0.334
N 0.7220 2.3654 1.4557 0.1 -0.4 0.2 -0.444
C 1.6116 1.3870 1.9590 -0.2 0.3 0.0 -0.505
N 1.1760 0.4946 2.7575 0.4 -0.1 0.0 0.013
C 1.9469 -0.6725 2.9320 -0.2 0.4 -0.1 0.703
C 2.3327 -1.0970 4.2036 0.0 0.0 -0.1 -1.252
C 3.0398 -2.2795 4.3034 0.0 0.0 -0.1 -0.483
C 3.3230 -3.0019 3.1459 0.0 0.1 0.1 -0.777
C 2.8657 -2.5071 1.9381 0.0 0.1 0.0 -0.786
N 2.1790 -1.3674 1.8212 0.2 -0.2 0.0 0.570
C 2.9537 1.5908 1.3329 0.0 -0.1 0.1 0.734
C 4.2025 1.0465 1.5819 0.0 0.1 -0.1 -0.136
C 5.2791 1.5588 0.8677 0.0 0.0 0.0 -0.867
C 5.1086 2.5851 -0.0590 0.0 0.0 0.0 -0.968
C 3.8554 3.1341 -0.2990 0.1 -0.1 0.1 -0.005
C 2.7917 2.6140 0.4127 -0.1 0.1 0.0 -0.025
H 1.2060 3.9762 -5.3512 0.0 0.0 0.0 0.446
H 0.1548 5.9690 -4.2440 0.0 0.0 0.0 0.427
H 0.0078 6.0107 -1.7460 0.0 0.0 0.0 0.490
H 2.0702 2.1432 -3.9118 0.0 0.0 0.0 0.477
H 2.0751 -0.5006 5.0677 0.0 0.0 0.0 0.487
H 3.3648 -2.6378 5.2722 0.0 0.0 0.0 0.495
H 3.8693 -3.9340 3.1783 0.0 0.0 0.0 0.473
H 3.0454 -3.0488 1.0153 0.0 0.0 0.0 0.509
H 4.3498 0.2537 2.3000 0.0 0.0 0.0 0.530
H 6.2688 1.1538 1.0335 0.0 0.0 0.0 0.430
H 5.9692 2.9588 -0.5980 0.0 0.0 0.0 0.399
H 3.7159 3.9276 -1.0188 0.0 0.0 0.0 0.568
S 0.3919 -5.3029 6.0252 0.0 0.0 0.0 0.097
N 0.6212 -5.5300 4.4406 -0.1 0.1 0.0 -0.705
C 0.1276 -4.4625 3.8317 0.1 -0.2 -0.2 0.857
C 0.1438 -4.2280 2.3971 0.0 -0.1 0.1 1.201
C 0.6880 -5.1383 1.4906 0.0 0.0 0.0 -0.719
C 0.7167 -4.8100 0.1571 0.0 0.0 0.0 -0.982
C 0.2013 -3.5730 -0.2363 0.0 0.0 0.0 -0.246
N -0.3314 -2.7084 0.6128 -0.1 0.0 0.0 0.131
C -0.3661 -3.0220 1.9157 -0.1 0.2 0.1 -0.799
C -0.9379 -2.0167 2.8499 0.1 -0.1 -0.3 -0.823
N -1.3773 -0.8632 2.3258 -0.3 -0.2 0.2 0.087
C -1.8969 0.0487 3.1329 -0.1 -0.1 0.1 -0.284
C -2.0111 -0.1350 4.5105 0.0 0.2 -0.1 -0.776
C -1.5322 -1.2977 5.0618 0.0 0.0 0.1 -0.789
C -0.9804 -2.2622 4.2215 0.1 -0.2 0.1 0.918
C -0.4173 -3.5073 4.7186 -0.1 0.3 0.2 1.000
N -0.3329 -3.8568 5.9930 0.0 -0.1 -0.1 -0.711
H 1.0850 -6.0769 1.8554 0.0 0.0 0.0 0.537
H 1.1351 -5.4770 -0.5833 0.0 0.0 0.0 0.449
H 0.2398 -3.2569 -1.2730 0.0 0.0 0.0 0.273
H -2.2392 0.9627 2.6603 0.0 0.0 0.0 0.338
H -2.4502 0.6424 5.1197 0.0 0.0 0.0 0.464
H -1.5723 -1.4812 6.1278 0.0 0.0 0.0 0.522
N -2.0378 4.5026 0.7802 0.0 0.0 0.0 -0.557
C -2.8664 3.8029 -0.2169 -0.1 0.1 0.0 -1.068
C -2.2825 2.4139 -0.3830 -0.2 -0.2 0.0 1.283
O -2.6893 1.4926 0.3875 -0.6 0.6 0.0 -0.856
O -1.3705 2.2434 -1.2290 -0.4 0.7 -0.4 -0.802
H -2.4366 5.4094 0.9912 0.0 0.0 0.0 0.228
H -0.1707 4.2637 0.1536 0.0 0.0 0.0 0.334
H -2.0298 3.9722 1.6464 0.0 0.0 0.0 0.150
H -2.7888 4.3306 -1.1668 0.0 0.0 0.0 0.333
H -3.9177 3.7169 0.0694 0.0 0.0 0.0 0.434
S -1.2898 -0.6224 -7.2888 -0.1 0.0 0.2 -0.363
C -0.8933 -0.7777 -5.6782 -0.1 0.2 -0.3 0.213
S 0.7439 -0.5955 -5.1389 0.0 0.0 -0.2 -0.146
C 0.2565 -0.7932 -3.4929 0.4 0.0 0.7 0.145
N -1.0192 -0.9891 -3.3408 0.2 0.0 -0.1 -0.271
N -1.6573 -0.9922 -4.5830 -0.2 -0.1 0.2 0.263
C -3.0604 -1.2514 -4.5338 0.0 0.1 -0.1 0.374
C -3.7120 -1.8943 -5.5778 0.0 -0.1 0.1 -0.533
C -5.0729 -2.1461 -5.4755 0.0 0.0 -0.1 -0.668
C -5.7886 -1.7640 -4.3528 0.1 0.0 0.0 -0.428
C -5.1263 -1.1241 -3.3131 -0.1 0.0 0.0 -0.705
C -3.7692 -0.8689 -3.3992 0.0 0.1 0.0 -0.036
S 1.4479 -0.7422 -2.2403 0.1 -0.2 -0.4 -0.306
H -3.1598 -2.1956 -6.4528 0.0 0.0 0.0 0.324
H -5.5704 -2.6528 -6.2927 0.0 0.0 0.0 0.358
H -6.8498 -1.9635 -4.2869 0.0 0.0 0.0 0.381
H -5.6683 -0.8137 -2.4291 0.0 0.0 0.0 0.404
H -3.2551 -0.3653 -2.5944 0.0 0.0 0.0 0.449

Record 2
86
Properties=species:S:1:pos:R:3:forces:R:3:mulliken_charge:R:1 method="wB97M-V/def2-TZVPD" homo_ha="-0.192 / -0.281" s2=16.13 multiplicity=8 energy_ha=-6807.776658 homo_lumo_gap_ev="4.3 / 5.7"
Gd 0.2125 -0.1438 0.2099 0.1 -0.3 0.5 0.530
C -2.7273 -4.4075 4.7216 -0.1 0.1 0.2 -0.810
C -2.6474 -3.3143 5.5896 -0.1 -0.3 0.0 -0.664
C -1.9212 -2.1837 5.2497 0.3 0.2 -0.2 -0.280
C -1.3052 -2.1634 4.0088 -0.6 -0.8 0.0 0.692
C -0.4516 -1.1878 3.3421 1.1 1.2 0.5 0.053
N 0.0368 -0.1471 3.9797 -1.5 -1.3 0.1 -0.544
C 1.0053 0.6258 3.5071 0.8 0.7 0.0 -0.234
C 1.9253 1.3001 4.4081 0.0 -0.3 -0.4 0.200
C 2.0320 1.3276 5.7932 0.0 0.1 0.2 -0.363
C 3.1539 1.9237 6.3405 -0.2 -0.1 0.1 -0.552
C 4.1663 2.4512 5.5287 0.1 0.1 -0.1 -0.636
C 4.0785 2.3976 4.1498 0.1 0.1 0.0 -0.259
C 2.9382 1.8262 3.5976 -0.2 -0.3 -0.2 0.759
C 2.5869 1.4757 2.2331 -0.4 -0.2 0.8 -0.970
N 3.3733 1.7866 1.2127 0.7 0.4 -1.5 -0.398
C 3.3611 1.1409 0.0640 -0.2 -0.1 1.3 0.144
N 2.5911 0.0634 -0.2438 -0.5 0.3 0.4 -0.034
C 3.1407 -0.5451 -1.3354 -0.3 -1.7 -0.6 -0.082
N 2.8639 -1.7351 -1.8253 1.2 1.7 -0.3 -0.641
C 1.9466 -2.5452 -1.3264 -0.7 -1.0 0.2 -0.333
N 1.1790 -2.3564 -0.2211 -0.3 0.1 0.0 -0.212
C 0.3813 -3.4474 -0.0669 0.9 0.1 -1.2 0.039
N -0.4618 -3.6989 0.9168 -1.3 0.3 2.1 -0.703
C -0.6240 -2.8775 1.9486 0.5 -1.1 -1.6 0.089
N -0.1058 -1.6408 2.1006 0.3 0.4 -0.1 -0.387
C -1.3990 -3.2490 3.1302 -0.3 0.0 0.9 -0.303
C -2.0948 -4.3941 3.4880 0.2 0.1 -0.3 0.420
C 0.6047 -4.3875 -1.1632 0.1 0.4 0.3 0.226
C 0.0116 -5.5919 -1.4997 0.0 -0.2 0.0 -0.081
C 0.4293 -6.2071 -2.6710 -0.2 0.0 0.2 -0.640
C 1.4091 -5.6264 -3.4781 0.2 0.1 -0.1 -0.633
C 2.0141 -4.4269 -3.1313 0.1 -0.1 -0.1 -0.165
C 1.6033 -3.8188 -1.9578 0.0 0.4 0.3 0.354
C 4.2173 0.2861 -1.8701 0.4 0.6 -0.1 0.362
C 4.9979 0.1849 -3.0088 -0.2 -0.1 0.1 -0.154
C 5.9295 1.1864 -3.2381 0.1 0.1 0.1 -0.605
C 6.0915 2.2430 -2.3399 0.1 0.0 -0.2 -0.655
C 5.3157 2.3379 -1.1941 -0.3 -0.1 0.3 -0.175
C 4.3633 1.3548 -0.9803 0.4 0.0 -0.8 -0.105
N 1.3881 0.8176 2.2086 0.2 -0.3 -0.1 0.275
H -3.2860 -5.2843 5.0236 0.0 0.0 0.0 0.411
H -3.1537 -3.3599 6.5455 0.0 0.0 0.0 0.429
H -1.8203 -1.3411 5.9220 0.0 0.0 0.0 0.527
H 1.2703 0.8763 6.4154 0.0 0.0 0.0 0.536
H 3.2643 1.9618 7.4168 0.0 0.0 0.0 0.396
H 5.0456 2.8794 5.9932 0.0 0.0 0.0 0.402
H 4.8784 2.7515 3.5123 0.0 0.0 0.0 0.537
H -2.1407 -5.2475 2.8234 0.0 0.0 0.0 0.568
H -0.7558 -6.0188 -0.8667 0.0 0.0 0.0 0.550
H -0.0134 -7.1491 -2.9687 0.0 0.0 0.0 0.391
H 1.6977 -6.1284 -4.3930 0.0 0.0 0.0 0.399
H 2.7713 -3.9688 -3.7537 0.0 0.0 0.0 0.560
H 4.8668 -0.6371 -3.6999 0.0 0.0 0.0 0.577
H 6.5495 1.1426 -4.1245 0.0 0.0 0.0 0.406
H 6.8314 3.0050 -2.5495 0.0 0.0 0.0 0.401
H 5.4406 3.1451 -0.4840 0.0 0.0 0.0 0.548
N -3.8740 -0.7642 -3.3840 -0.2 -0.1 0.3 -0.494
C -3.3907 0.5064 -3.2063 0.1 0.4 0.0 0.240
N -2.7204 0.9245 -2.1762 -0.2 -0.2 0.2 0.137
C -2.2764 2.2158 -2.3662 -0.3 -0.2 -0.4 0.142
C -2.7297 2.7981 -3.5097 0.0 0.2 -0.1 -0.646
S -3.6603 1.7047 -4.4424 0.1 -0.1 0.2 -0.245
C -1.3007 2.9201 -1.5162 0.6 0.5 0.2 0.156
C -0.8884 4.1484 -1.9242 0.1 -0.1 0.0 -0.685
S 0.2534 4.8411 -0.8509 -0.1 -0.2 0.2 -0.268
C 0.0844 3.4296 0.1495 -0.2 0.4 0.1 0.343
N -0.6886 2.4794 -0.3184 -0.3 -0.1 -0.6 0.180
N 0.6138 3.4463 1.3903 -0.1 0.1 0.0 -0.268
H -3.3221 -1.4804 -2.9385 0.1 0.0 0.1 0.220
H -4.1272 -0.9918 -4.3310 0.0 -0.1 0.0 0.250
H -2.5147 3.7809 -3.8922 -0.1 -0.1 0.0 0.317
H -1.1690 4.6758 -2.8189 0.1 0.0 0.1 0.353
H 1.4153 4.0281 1.5641 0.1 0.0 0.0 0.291
H 0.5771 2.5849 1.9121 0.0 0.0 0.0 0.150
C -4.5303 0.8590 0.8250 0.2 -0.2 -0.1 -0.997
S -3.3919 -0.5495 0.7196 -1.1 0.0 0.2 0.499
C -4.0788 -1.4014 2.1701 0.2 0.1 -0.3 -0.914
O -2.0490 -0.0295 1.1320 0.5 0.2 0.0 -0.450
H -4.7857 1.0659 1.8619 0.1 0.0 0.0 0.405
H -5.4228 0.6066 0.2519 0.0 0.0 0.0 0.413
H -4.0261 1.7105 0.3770 0.0 0.0 -0.1 0.202
H -5.1153 -1.6488 1.9375 0.0 0.0 0.0 0.543
H -4.0143 -0.7565 3.0450 0.0 0.1 0.0 0.354
H -3.5124 -2.3117 2.3398 0.0 0.0 -0.1 0.075
Br -0.0308 -0.4139 -2.5309 0.0 0.0 -0.2 -0.465

Which energy above the lowest of the compared OMol25 structures with the same formula, charge and spin belongs to each record? In order, 0.0; 96.3 kcal per mole.